(1)
17
Properties=species:S:1:pos:R:3:forces:R:3:mulliken_charge:R:1 method="wB97M-V/def2-TZVPD" charge=0 relative_energy_kcal_mol=99.2 multiplicity=1 energy_ha=-346.86738
C 1.6123 -0.3716 -1.0610 -0.0071 -0.0226 -0.0552 -1.25
C 1.0079 0.5499 -0.0005 0.1282 -0.1972 0.1253 0.19
O 0.4148 1.6883 -0.5481 -0.0893 0.0185 -0.0881 -0.62
C 0.0657 -0.2013 0.9308 0.0745 0.1781 0.0853 -0.31
C -1.1704 0.3534 1.3266 0.0479 0.1074 0.1522 -0.80
C -1.5340 -0.5054 -0.0949 -0.0675 -0.3037 0.0487 -0.01
O -1.6755 0.1690 -1.1617 0.0326 0.0709 0.0196 -0.77
H 2.1091 -1.2384 -0.6081 -0.0950 0.1245 -0.0480 0.35
H 0.8245 -0.7148 -1.7410 0.1006 0.0359 0.0867 0.35
H 2.3502 0.1867 -1.6428 -0.1113 -0.0765 0.0872 0.35
H 1.8154 0.8983 0.6625 -0.0756 -0.0724 -0.0460 0.38
H -0.3823 1.3621 -1.0341 0.0365 0.0663 0.0374 0.44
H -0.6368 -1.2902 -0.1248 -0.0504 -0.0245 -0.0698 0.15
H 0.4819 -1.0583 1.4631 -0.0911 0.1250 -0.1252 0.50
H -1.3444 1.3982 1.0897 -0.0061 -0.1592 0.0004 0.28
H -1.6497 -0.0295 2.2232 0.0475 0.0257 -0.1805 0.36
H -2.2886 -1.1963 0.3212 0.1258 0.1037 -0.0299 0.43

---

(2)
52
Properties=species:S:1:pos:R:3:forces:R:3:mulliken_charge:R:1 method="wB97M-V/def2-TZVPD" charge=0 relative_energy_kcal_mol=111.8 multiplicity=1 energy_ha=-1280.25866
C 2.7130 -0.2666 -1.5142 1.8611 3.4963 0.5001 -1.69
C 1.5480 -1.1144 -1.1304 -0.7004 -1.2417 -1.0550 -0.25
N 0.8805 -0.8982 0.1575 -2.5226 0.1788 0.1766 0.88
C 0.2319 0.4609 0.1990 -0.4774 -0.2188 -2.6698 -0.10
C -0.7205 0.7335 1.2950 1.2577 1.3848 4.7265 -0.46
O -0.4161 -0.1909 2.2947 -0.6662 -0.6994 -0.8343 -0.26
O -1.3859 1.7074 1.6218 0.9006 -2.3952 -1.9583 -0.58
H 2.9824 -0.4748 -2.5246 0.2892 -0.5653 -0.7238 0.47
H 3.6659 -0.2131 -0.9257 -0.8474 -1.1890 0.0045 0.26
H 2.6394 0.8837 -1.5827 -1.1376 -1.4934 0.1387 0.24
H 1.9081 -2.1700 -1.0838 0.0495 0.6576 0.0506 0.61
H 0.8240 -1.1085 -2.0132 0.6352 0.3208 1.0679 0.18
H 0.0470 -1.5958 0.1752 1.8810 1.2790 0.2270 0.09
H 0.9895 1.2422 0.0082 -0.4176 -0.1312 0.6920 0.51
H -0.4759 0.6174 -0.6429 0.4645 -0.2294 -0.4844 0.03
H -1.1251 -0.3263 2.9333 -0.1597 0.5929 0.2370 0.28
H -1.5725 -1.1599 -1.5556 -0.3543 0.4368 1.3534 0.12
H -1.2671 -2.2581 -2.4339 0.8489 -2.8279 -0.2263 0.36
O -1.5775 -1.3921 -2.4631 -0.9966 2.3258 -0.6739 -0.56
H -2.2157 3.8493 1.2391 -1.4762 -0.0165 -0.9876 0.42
H -3.0878 2.7756 1.6425 -0.6686 0.1174 -0.8333 0.37
O -3.1061 3.4576 0.9401 1.9267 0.5795 1.6705 -0.73
H 2.4680 -0.9292 1.3676 -0.7808 -0.1511 -0.8348 0.30
H 3.9544 -1.1150 1.7017 0.4210 -0.0430 -0.2119 0.29
O 3.1025 -0.9173 2.0776 0.2111 0.2024 1.1462 -0.69
H 0.5236 -3.0748 -1.6478 0.6724 0.1679 1.3392 0.30
H -0.1140 -4.4577 -2.0263 0.0368 -0.5520 0.6581 0.27
O 0.1027 -3.5806 -2.3094 -0.7745 -0.0657 -2.0518 -0.65
H -0.3488 2.9599 -2.4575 1.7101 -1.2275 -0.9270 0.45
H 0.4511 1.6538 -2.4965 0.0137 -1.3809 0.3754 0.28
O 0.4464 2.4941 -2.9104 -1.4334 2.3306 0.4446 -0.69
H -0.0706 3.9991 -0.0492 -0.1090 0.2285 -0.5439 0.41
H 0.2306 3.5837 1.3172 0.8628 -1.3840 1.1805 0.30
O -0.0832 4.3292 0.8511 -0.8819 1.3134 -0.7271 -0.69
H -0.5517 -1.4191 -4.4832 -0.5072 0.5142 0.2626 0.29
H -1.4410 -0.1490 -4.2580 -0.8943 0.0772 1.2667 0.31
O -0.8111 -0.5519 -4.8149 1.6608 -0.4595 -2.0963 -0.61
H -1.9367 4.2512 -1.8096 -0.0596 -0.9198 0.6120 0.29
H -2.0838 3.2450 -0.5809 -0.3804 0.2163 -0.2949 0.36
O -1.7205 3.3490 -1.4848 -0.0235 0.8289 -0.3495 -0.71
H 1.2760 2.8318 3.0745 -0.0461 -0.1471 0.9801 0.32
H 1.5453 1.4674 2.2916 0.0859 0.7792 0.6341 0.29
O 1.4773 2.4395 2.2378 0.3248 -0.7212 -1.2731 -0.62
H -1.8116 -3.3060 0.8453 0.2894 0.0041 -1.0192 0.31
H -2.6522 -2.1345 0.7401 -0.4064 0.4455 -0.4667 0.28
O -2.0847 -2.6551 0.1592 0.2832 -0.4399 1.5911 -0.57
H 1.6706 -2.0740 3.7845 -1.7861 -1.1319 -1.0441 0.33
H 0.6099 -1.8337 2.7286 -0.3778 1.3836 -1.2403 0.42
O 0.8374 -2.4825 3.3617 2.1483 0.2048 2.5105 -0.74
H 1.6092 -4.1074 1.4583 -0.7790 -0.4757 0.1018 0.30
H 0.3913 -3.8159 2.2704 0.2987 -0.3911 0.1554 0.35
O 0.7009 -4.4505 1.6031 0.5313 0.4319 -0.5756 -0.67